Entry 1:
C54H137Cl8N7O4 | the ωB97M-V functional and the def2-TZVPD basis

Each line ends with the Löwdin charge.
Atoms and positions in Å:
Cl 4.182 -0.501 3.891  0.550
Cl 5.997 2.169 2.790  0.570
Cl -1.934 7.809 -2.877  0.541
Cl -1.691 3.734 -1.338  0.586
Cl 1.285 -0.059 6.387  0.579
Cl 1.496 -2.969 1.249  0.593
Cl -1.877 -2.153 4.315  0.579
Cl 1.470 -2.496 -2.982  0.651
O -0.805 -6.381 -2.888  -0.129
O -7.653 -3.546 1.040  -0.119
O -1.209 -0.960 -0.296  -0.125
O -3.879 -0.740 -0.425  -0.137
N -5.119 0.367 -2.706  -0.210
N 6.856 -3.898 -0.381  -0.178
N -3.073 -6.465 0.423  -0.172
N -0.496 2.622 -5.282  -0.162
N 2.778 4.888 2.258  -0.162
N 4.760 0.065 -2.056  -0.172
N -2.889 1.919 6.149  -0.172
C -4.397 -0.346 -3.795  -0.206
C 5.114 -1.197 -4.193  -0.071
C -1.020 1.932 -6.522  -0.260
C -0.179 -0.279 5.361  -0.627
C -2.500 1.678 -6.502  -0.098
C 1.838 4.242 1.283  -0.260
C 1.834 -2.334 -1.287  -0.685
C 1.375 7.116 2.344  -0.052
C 0.909 2.968 -5.556  -0.240
C -2.746 0.777 8.305  -0.086
C 2.716 1.371 -1.411  -0.075
C -2.112 5.526 -1.397  -0.585
C -0.209 0.341 -4.122  -0.087
C -0.391 -1.788 5.271  -0.630
C -3.758 0.825 4.120  -0.114
C -2.347 -4.119 1.281  -0.072
C 5.734 -0.290 -3.103  -0.245
C -1.183 -5.155 -3.510  -0.160
C 5.474 0.502 -0.877  -0.255
C 0.869 3.424 2.025  -0.097
C -7.216 1.005 -1.542  -0.077
C 1.152 -3.417 -0.443  -0.614
C 5.684 -2.767 1.616  -0.084
C -4.843 -1.831 -3.877  -0.063
C 2.143 5.930 3.049  -0.241
C -1.842 -7.754 2.209  -0.100
C -3.186 -7.276 1.671  -0.256
C 3.640 0.909 -2.539  -0.225
C -0.519 -0.087 0.570  -0.172
C -4.660 2.721 -3.507  -0.055
C -3.737 2.098 4.931  -0.242
C 5.068 5.823 2.453  -0.095
C -6.540 0.425 -2.801  -0.249
C -4.455 -6.091 -0.008  -0.221
C -2.069 -5.400 0.390  -0.232
C 1.565 3.946 -4.517  -0.069
C 6.386 -4.045 1.017  -0.224
C 8.019 -3.022 -0.496  -0.280
C 3.927 5.458 1.514  -0.246
C -4.051 -0.073 0.776  -0.174
C -0.667 1.870 -3.994  -0.212
C -7.117 -2.821 -0.055  -0.152
C -1.296 6.167 -2.467  -0.670
C -3.629 1.114 7.162  -0.257
C 4.409 2.233 3.617  -0.645
C 4.668 -4.661 -1.433  -0.072
C -4.441 -5.446 -1.415  -0.082
C 6.298 1.855 -0.950  -0.065
C 8.983 -3.361 -1.632  -0.085
C 4.254 1.113 4.652  -0.653
C -4.529 1.670 -2.375  -0.255
C -2.594 3.292 6.603  -0.267
C -1.522 3.964 5.756  -0.090
C 5.832 -3.633 -1.422  -0.227
H 2.647 3.856 -4.613  0.061
H 2.031 7.737 1.735  0.064
H -3.235 -3.611 0.905  0.054
H 3.536 2.327 2.971  0.050
H -1.208 -5.845 0.888  0.087
H -1.786 4.304 4.754  0.056
H -1.263 -8.026 1.326  0.077
H -6.918 1.054 -3.607  0.115
H 6.201 0.594 -3.537  0.104
H 9.970 -3.044 -1.295  0.066
H 6.528 -0.818 -2.574  0.095
H -1.327 -6.976 2.773  0.066
H 5.730 -4.916 1.044  0.095
H 0.411 -2.277 4.717  0.062
H -0.323 -0.187 -3.175  0.038
H -3.911 -0.742 1.625  0.085
H -0.817 0.949 0.415  0.054
H -6.929 -0.591 -2.880  0.104
H 0.225 2.879 1.335  0.055
H -1.961 -8.599 2.887  0.071
H -3.682 -6.737 2.478  0.105
H -2.159 -0.850 -0.211  0.007
H 6.313 -3.629 -2.401  0.107
H 0.708 7.704 2.973  0.069
H 6.896 1.997 -1.850  0.055
H 5.593 2.687 -0.958  0.053
H -3.094 2.576 -6.329  0.074
H -3.391 0.790 0.867  0.080
H -3.750 -4.604 -1.469  0.045
H -5.458 -5.185 -1.707  0.057
H 1.271 2.669 2.700  0.072
H -8.277 0.956 -1.786  0.076
H 1.007 3.390 -6.556  0.109
H 4.336 -0.666 -4.741  0.061
H -5.919 -1.896 -4.037  0.056
H 5.439 -2.621 -1.332  0.080
H -4.257 2.273 -4.416  0.040
H -1.789 -5.082 -0.614  0.072
H 2.660 0.643 -0.602  0.066
H -4.465 1.750 7.454  0.114
H -4.173 -0.047 4.625  0.056
H -1.514 -3.416 1.261  0.030
H -6.989 2.057 -1.368  0.065
H -4.476 -2.337 -4.771  0.074
H -1.040 0.185 5.842  0.033
H -0.520 -2.169 6.284  0.065
H 0.802 0.238 -4.515  0.042
H -0.271 -4.681 -3.874  0.042
H -4.004 -6.056 -2.205  0.070
H 4.938 6.822 2.869  0.065
H -6.781 -3.533 -0.809  0.067
H 1.449 2.022 -5.527  0.092
H -4.758 2.357 5.211  0.112
H -3.454 1.519 -2.274  0.076
H -4.821 -5.304 0.652  0.095
H -0.770 -0.264 -4.834  0.056
H 3.345 1.148 5.253  -0.003
H 1.480 -4.445 -0.597  0.065
H 0.065 -3.475 -0.487  0.039
H -0.147 2.331 -3.154  0.037
H 0.259 4.014 2.708  0.063
H -3.487 3.914 6.649  0.114
H 3.669 6.320 0.898  0.108
H 2.990 0.401 -3.251  0.083
H 1.282 4.875 0.592  0.103
H 7.811 -1.957 -0.399  0.095
H 9.054 -4.404 -1.942  0.079
H -5.052 0.357 0.757  0.074
H -1.678 -4.497 -2.796  0.055
H -2.781 0.480 3.780  0.036
H 0.042 0.077 4.355  0.066
H 4.782 -2.614 1.024  0.040
H 1.401 5.003 -4.726  0.061
H 6.326 -1.908 1.419  0.057
H -4.372 0.946 3.227  0.057
H -3.955 3.537 -3.346  0.053
H 2.932 6.303 3.703  0.099
H 4.936 0.623 0.064  0.092
H 3.951 -4.383 -2.205  0.052
H -3.763 -8.149 1.364  0.110
H -0.789 -0.341 1.595  0.064
H -5.695 3.028 -3.658  0.073
H 6.985 1.826 -0.105  0.048
H -7.924 -2.914 1.710  0.072
H -4.518 0.127 -4.769  0.096
H -4.841 2.040 -1.398  0.104
H 7.196 -4.357 1.677  0.103
H -1.185 4.855 6.285  0.073
H -4.040 0.206 6.720  0.109
H -1.854 -5.368 -4.342  0.083
H -6.357 -2.094 0.233  0.065
H 8.596 -3.204 0.411  0.105
H 8.740 -2.684 -2.450  0.056
H -7.938 -2.225 -0.454  0.071
H -0.233 6.178 -2.227  0.074
H -1.821 5.914 -0.421  0.069
H -0.232 -6.259 -2.128  0.060
H -2.824 1.396 -7.503  0.079
H 0.679 6.611 1.674  0.044
H 1.280 3.763 -3.481  0.043
H 5.922 -1.592 -4.809  0.072
H -2.185 3.264 7.613  0.100
H -4.327 -0.316 -1.160  0.031
H 2.356 3.591 0.579  0.090
H -0.493 1.008 -6.756  0.108
H -3.320 0.168 9.004  0.080
H 4.249 4.647 0.860  0.099
H -3.320 -0.380 -3.632  0.110
H -1.712 1.960 -3.698  0.059
H -2.395 1.669 8.825  0.069
H 4.633 -2.062 -3.737  0.046
H 1.569 -1.326 -0.970  0.029
H -3.158 5.634 -1.682  0.067
H 1.472 5.375 3.704  0.096
H -2.726 0.919 -5.753  0.041
H 4.999 -5.677 -1.647  0.077
H 4.377 3.217 4.084  0.050
H 6.043 -0.357 -0.521  0.079
H -4.604 -2.364 -2.957  0.067
H -7.057 0.498 -0.589  0.059
H 5.083 5.224 3.363  0.055
H -0.716 3.243 5.616  0.072
H 3.084 2.332 -1.052  0.052
H -1.922 0.145 7.973  0.068
H 0.569 -0.148 0.537  0.048
H 1.713 1.595 -1.775  0.060
H -2.636 -4.445 2.281  0.051
H -3.390 2.908 4.288  0.105
H 6.025 5.768 1.934  0.076
H 4.121 -4.675 -0.490  0.053
H -1.417 5.623 -3.404  0.057
H -0.860 2.586 -7.379  0.108
H 5.362 -2.907 2.647  0.045
H -5.162 -6.913 0.097  0.111
H 2.923 -2.312 -1.244  0.043
H 5.030 1.179 5.414  0.073
H 4.023 1.796 -3.044  0.108

Properties
Max |F| = 2.66 eV/Å
Energy = -177016.1284 eV



Entry 2:
C39H70BI2N2O5P | the ωB97M-V functional and the def2-TZVPD basis

Each line ends with the Löwdin charge.
Atoms and positions in Å:
I 2.410 -1.309 -7.142  0.778
I 1.428 -9.058 -0.745  0.410
P 0.118 -7.132 0.047  0.537
O -0.746 -5.655 -5.098  0.056
O -2.509 -9.637 0.035  -0.246
O -2.004 -4.660 -0.171  0.023
O -1.128 1.779 -2.094  0.056
O 1.236 -6.156 0.949  -0.416
N 2.676 3.090 4.204  -0.193
N 3.416 8.638 0.361  -0.193
C 0.565 -0.066 -5.020  -0.227
C 4.537 3.232 5.948  -0.088
C -6.133 -4.935 0.188  -0.214
C 2.981 -0.910 -4.152  -0.194
C -0.236 -0.781 -2.437  0.045
C -0.341 -6.023 -1.434  -0.319
C 0.024 -2.633 -4.459  0.039
C 1.121 1.343 0.454  -0.127
C -0.431 -5.289 -3.944  -0.271
C 1.391 2.476 6.331  -0.091
C -0.687 -1.926 -1.451  -0.048
C -5.518 -2.802 -1.369  -0.217
C -3.559 -1.139 -0.911  -0.189
C 1.276 9.628 -0.639  -0.092
C -5.795 -7.586 0.410  -0.206
C 4.395 10.187 -1.420  -0.089
C -5.115 -1.486 -0.534  -0.201
C 2.327 4.508 4.182  -0.271
C 0.097 -1.154 -3.928  -0.107
C -0.376 -3.748 -3.475  -0.025
C 4.050 2.770 4.575  -0.252
C 4.414 9.644 0.008  -0.250
C -3.414 -8.598 0.487  -0.260
C 4.790 6.711 -0.470  -0.090
C -2.675 -1.599 0.346  -0.190
C 3.436 7.410 -0.427  -0.275
C 2.065 9.155 0.580  -0.252
C -6.465 -6.378 -0.445  -0.214
C -4.750 -8.472 -0.428  -0.166
C -6.665 -3.698 -0.690  -0.214
C 1.256 1.194 -1.147  -0.161
C -0.743 -3.399 -1.980  0.013
C -1.135 -4.658 -1.074  -0.285
C -1.983 -10.242 1.247  -0.160
C 3.243 5.365 3.316  -0.090
C -1.092 -1.670 0.069  -0.141
C 2.177 -0.119 -5.300  -0.680
C -0.017 -6.344 -2.794  0.001
C 1.653 2.259 4.843  -0.254
B -0.117 0.764 -1.904  -0.389
H 2.816 -0.492 -3.104  0.061
H -5.815 -0.646 -0.890  0.108
H 2.605 0.935 -5.415  0.088
H 1.483 8.370 1.075  0.106
H -0.696 -2.580 0.665  0.119
H -7.293 -4.156 -1.548  0.106
H -7.394 -3.037 -0.087  0.111
H 2.887 6.398 3.313  0.073
H -0.924 2.251 -2.941  0.111
H 1.315 4.613 3.773  0.118
H 5.631 3.227 5.971  0.073
H 5.141 6.463 0.536  0.073
H 5.551 7.319 -0.965  0.064
H 0.710 2.416 4.307  0.106
H -3.096 -2.562 0.820  0.107
H 3.101 7.584 -1.458  0.096
H 4.110 -0.826 -4.379  0.083
H -2.823 -0.787 1.160  0.120
H 4.269 5.380 3.694  0.066
H 5.408 9.225 0.200  0.101
H 3.629 10.952 -1.550  0.054
H -4.592 -3.451 -1.538  0.102
H 4.212 4.246 6.192  0.069
H -0.576 -0.759 0.544  0.093
H 4.207 1.689 4.491  0.114
H -5.260 -1.587 0.597  0.109
H -3.497 -0.002 -0.999  0.111
H 1.896 1.202 4.680  0.111
H 0.279 -2.890 -5.550  0.081
H 1.659 2.204 -1.537  0.112
H -2.939 -7.547 0.475  0.107
H 4.719 3.193 3.817  0.100
H 0.544 -7.311 -3.015  0.060
H 1.742 -5.572 0.330  0.055
H 1.298 3.533 6.594  0.068
H 2.109 9.974 1.309  0.112
H -6.571 -8.278 0.889  0.112
H 2.728 6.699 0.015  0.111
H 1.948 2.024 0.859  0.077
H -3.351 -1.705 -1.876  0.104
H -5.913 -2.469 -2.403  0.116
H 0.034 -0.338 -6.009  0.076
H -5.003 -4.872 0.388  0.104
H 4.343 10.485 0.706  0.115
H 2.118 0.442 -1.325  0.091
H 5.355 10.662 -1.645  0.073
H 4.236 9.406 -2.167  0.068
H -7.610 -6.546 -0.423  0.111
H 2.302 4.935 5.192  0.097
H 1.619 10.604 -0.989  0.056
H -2.778 -10.734 1.904  0.093
H 2.747 -2.026 -4.116  0.069
H 0.455 1.988 6.616  0.071
H 0.093 1.674 0.820  0.082
H 0.222 9.745 -0.374  0.071
H -6.694 -4.894 1.200  0.116
H -1.472 -9.411 1.866  0.088
H -1.188 -11.048 1.030  0.091
H -4.434 -7.920 -1.381  0.108
H -5.148 -9.524 -0.681  0.120
H 1.294 0.286 0.893  0.076
H 3.256 5.011 2.281  0.069
H -3.775 -8.825 1.563  0.120
H 1.326 8.923 -1.473  0.067
H 2.174 2.032 6.949  0.056
H 4.706 5.778 -1.035  0.072
H 4.204 2.561 6.740  0.054
H -5.173 -7.057 1.233  0.102
H 0.250 1.000 -4.767  0.104
H -6.165 -6.472 -1.547  0.106

Properties
SMILES string = CCB(O)c1c(C[C@@H](C)I)cc2c(c1CCCCCCCCCCCOC)C(=O)C(P(O)I)=CC2=O.CCN(CC)CC.CCN(CC)CC
Max |F| = 4.21 eV/Å
Energy = -80954.2187 eV



Entry 3:
C23H39N7O6P3S2Sr | the ωB97M-V functional and the def2-TZVPD basis

Each line ends with the Löwdin charge.
Atoms and positions in Å:
Sr 0.000 0.000 0.000  1.246
S 0.038 0.642 -2.881  0.664
S -2.309 2.007 2.678  0.657
P 1.729 -2.487 -0.355  0.823
P 2.112 -0.570 2.165  0.779
P 1.670 2.944 0.361  0.351
O -1.251 2.994 2.920  -0.358
O 0.527 1.482 1.475  -0.879
O -0.661 -1.828 -1.626  -0.393
O -2.881 1.468 3.914  -0.338
O 1.098 2.152 -0.787  -0.548
O 2.363 4.254 0.094  -0.410
N -0.742 4.195 0.870  0.076
N -1.667 -1.344 -2.422  -0.135
N -6.565 5.690 0.566  0.069
N -2.416 -1.124 0.241  0.057
N -4.122 0.152 1.363  0.120
N -1.932 0.948 1.556  -0.168
N 4.052 1.544 0.309  0.145
C 3.894 -0.520 2.592  -0.279
C -3.363 -1.974 -0.182  -0.172
C -0.020 -3.037 -0.405  -0.381
C -4.317 4.770 0.456  -0.022
C -3.679 -0.401 -3.997  -0.091
C -3.821 -1.643 -3.265  -0.070
C 2.267 -3.197 1.262  -0.457
C -2.813 -2.082 -2.497  -0.110
C 2.477 -3.711 -1.497  -0.306
C -4.692 -1.832 0.122  -0.065
C 1.745 -2.360 2.424  -0.432
C -4.875 3.114 2.636  -0.055
C -1.419 -0.158 -3.067  -0.691
C 1.399 0.121 3.707  -0.236
C 0.287 3.299 1.503  -0.366
C -3.620 3.084 2.031  -0.250
C 2.883 1.864 1.199  -0.297
C -2.550 0.325 -3.922  -0.079
C -5.012 -0.745 0.900  -0.117
C -2.826 -0.026 1.062  -0.365
C -5.606 4.759 1.002  -0.333
C -3.326 3.921 0.954  -0.083
C -5.858 3.969 2.130  -0.036
H 3.670 1.127 -0.556  0.161
H 4.491 -1.015 1.820  0.032
H -2.420 1.254 -4.458  0.092
H -6.039 -0.548 1.191  0.104
H -2.859 -3.002 -1.926  0.110
H 4.096 -1.013 3.547  0.040
H -7.512 5.389 0.767  0.080
H -6.823 4.004 2.626  0.102
H -0.446 -2.852 -1.396  -0.133
H 2.214 -4.736 -1.221  0.032
H 2.426 0.911 1.476  -0.114
H 4.237 0.516 2.665  0.022
H 1.925 -4.232 1.367  0.074
H 2.135 -3.535 -2.521  0.034
H -4.510 -0.073 -4.608  0.095
H 1.767 -0.403 4.594  0.036
H -0.620 -2.486 0.325  0.011
H 1.656 1.180 3.804  0.051
H 0.308 0.039 3.691  0.046
H -3.005 -2.795 -0.791  0.068
H -0.227 2.377 1.786  -0.093
H 2.182 -2.717 3.364  0.071
H -1.048 3.736 -0.004  0.144
H 3.567 -3.624 -1.486  0.023
H 3.288 2.355 2.088  0.110
H -2.329 3.918 0.524  0.051
H -0.248 5.044 0.548  0.139
H 4.452 2.445 -0.002  0.151
H 0.648 3.815 2.396  0.106
H -6.437 5.945 -0.408  0.081
H -5.440 -2.526 -0.227  0.099
H -4.071 5.437 -0.364  0.105
H -5.079 2.480 3.493  0.109
H 4.774 0.946 0.715  0.120
H -4.743 -2.204 -3.346  0.099
H 3.362 -3.221 1.281  0.061
H -0.115 -4.105 -0.189  0.046
H -1.543 4.439 1.454  0.093
H 0.659 -2.481 2.514  0.079

Properties
Relative energy (zero: lowest compared OMol25 entry of this formula, charge and spin) = 20.0649 eV
Max |F| = 11.70 eV/Å
Energy = -97558.0876 eV
Total charge = -1



Entry 4:
C10H44InO11 | the ωB97M-V functional and the def2-TZVPD basis

Each line ends with the Löwdin charge.
Atoms and positions in Å:
In 2.311 3.484 0.827  0.268
O -5.780 -1.068 1.064  -0.140
O -2.614 -2.577 3.745  -0.142
O -0.416 -1.235 1.633  -0.154
O 0.363 -3.552 5.827  -0.134
O -3.065 -2.125 0.672  -0.140
O 5.012 1.902 -1.673  -0.175
O -7.906 3.256 0.106  -0.126
O 3.591 -2.048 -6.421  -0.123
O 1.182 4.183 -0.820  -0.546
O 6.248 1.066 2.018  -0.133
O 2.325 -0.514 -3.898  -0.137
C 1.074 -2.651 4.982  -0.154
C -3.363 -3.515 0.755  -0.143
C 6.989 2.037 1.292  -0.180
C 0.046 -0.657 0.397  -0.135
C 4.031 -1.484 -7.653  -0.151
C 1.762 0.793 -3.993  -0.152
C -5.759 0.214 0.449  -0.152
C -9.094 2.474 0.061  -0.172
C 5.731 2.901 -2.376  -0.171
C -3.394 -2.535 4.938  -0.144
H 6.177 2.499 -3.293  0.069
H 0.051 -2.066 1.757  0.075
H 5.081 3.744 -2.626  0.080
H 6.344 2.872 1.007  0.052
H -2.124 -2.027 0.871  0.037
H 3.804 -2.149 -8.491  0.074
H -4.426 -3.657 0.562  0.079
H -2.793 -4.087 0.016  0.077
H 2.340 -0.897 -4.781  0.036
H 1.457 2.034 1.451  -0.152
H -3.128 -3.879 1.756  0.063
H 3.937 3.071 0.301  -0.130
H -3.746 -3.541 5.153  0.076
H 1.749 1.234 -2.999  0.078
H -4.962 0.830 0.872  0.082
H 6.526 3.255 -1.723  0.068
H -2.790 -2.179 5.777  0.075
H 5.105 -1.284 -7.630  0.077
H -4.255 -1.876 4.799  0.080
H 7.422 1.584 0.394  0.071
H 4.059 -2.876 -6.289  0.078
H -5.614 0.120 -0.631  0.079
H -2.313 -1.680 3.565  0.073
H -9.252 1.966 1.016  0.075
H 1.473 -3.181 4.112  0.074
H 7.793 2.406 1.928  0.070
H -0.460 0.291 0.254  0.080
H -0.184 -1.318 -0.445  0.078
H 4.301 1.596 -2.243  0.061
H -0.361 -3.909 5.305  0.059
H -8.017 3.907 0.803  0.072
H 3.502 -0.546 -7.794  0.079
H 0.283 4.218 -0.476  -0.098
H -6.716 0.695 0.637  0.054
H 5.542 0.768 1.436  0.069
H 0.736 0.745 -4.368  0.075
H -8.981 1.728 -0.721  0.076
H 2.252 4.742 2.094  -0.164
H -9.966 3.095 -0.167  0.071
H 2.367 1.423 -4.653  0.074
H -4.924 -1.480 0.889  0.019
H 0.421 -1.841 4.650  0.071
H 1.902 -2.225 5.543  0.078
H 1.118 -0.474 0.446  0.068

Properties
Max |F| = 0.58 eV/Å
Energy = -38774.9520 eV
Total charge = -1



The records above give, respectively, E_HOMO values of -7.8 -8.3 -0.7 -4.6 eV.
The records above give, respectively, HOMO-LUMO gap values of 0.295 0.249 0.105 0.246 Ha.